1.
74
Properties=species:S:1:pos:R:3:forces:R:3:mulliken_spin:R:1 method="wB97M-V/def2-TZVPD" total_charge=0 gap_ev="6.53 / 6.45" multiplicity=2 s_squared=0.8222 e_tot_ev=-198192.733 e_lumo_ev="-1.4 / -1.5" homo_ev="-7.96 / -7.95"
V 0.0147 -0.4409 -0.4438 -2.8 3.4 -2.7 0.845
C -1.3870 4.3921 2.3430 0.0 0.0 0.0 0.000
P -0.4495 2.9336 1.7184 0.0 0.0 -0.1 0.009
C 1.0256 3.0003 2.8195 0.0 0.0 0.0 0.000
C 0.2406 3.6647 0.1703 0.0 0.0 0.0 -0.009
C 1.1140 4.7452 0.2528 0.0 0.0 0.0 0.003
C 1.7011 5.2934 -0.8764 0.0 0.0 0.0 -0.003
C 1.4207 4.7566 -2.1207 0.0 0.0 0.0 0.002
C 0.5463 3.6888 -2.2267 0.0 0.0 0.0 -0.003
C -0.0639 3.1429 -1.0975 0.1 0.0 0.0 0.002
P -1.0875 1.6499 -1.3095 0.5 0.0 0.8 -0.041
C -1.5091 1.6220 -3.0653 0.0 -0.1 0.0 0.010
C -2.6931 1.9859 -0.5183 -0.1 -0.1 -0.1 0.003
H -0.7848 5.3024 2.3472 0.0 0.0 0.0 0.000
H -1.7265 4.1909 3.3608 0.0 0.0 0.0 0.000
H -2.2677 4.5578 1.7210 0.0 0.0 0.0 0.000
H 1.2276 4.0037 3.1977 0.0 0.0 0.0 0.000
H 1.8964 2.6446 2.2692 0.0 0.0 0.0 0.000
H 0.8665 2.3389 3.6732 0.0 0.0 0.0 0.001
H 1.3565 5.1628 1.2229 0.0 0.0 0.0 0.000
H 2.3890 6.1236 -0.7803 0.0 0.0 0.0 0.000
H 1.8975 5.1475 -3.0096 0.0 0.0 0.0 0.000
H 0.3744 3.2629 -3.2044 0.0 0.0 0.0 -0.001
H -0.6369 1.3965 -3.6735 0.0 0.0 0.0 0.003
H -1.9234 2.5921 -3.3445 0.0 0.0 0.0 -0.001
H -2.2550 0.8438 -3.2038 0.0 0.0 0.0 -0.005
H -2.8857 3.0591 -0.5445 0.0 0.0 0.0 -0.002
H -2.6989 1.6450 0.5135 0.0 0.0 0.0 0.000
H -3.4645 1.4629 -1.0832 0.0 0.0 0.0 0.000
I 4.3096 0.5136 1.6770 0.0 0.0 0.0 0.000
C 2.6282 -0.5075 2.3161 -0.1 0.0 -0.1 -0.003
C 2.6994 -1.4003 3.3998 0.0 0.0 0.1 -0.002
C 1.5864 -2.0296 3.9001 0.1 0.1 0.0 0.001
I 1.8042 -3.3366 5.5098 0.0 0.0 0.0 0.000
C 0.3214 -1.7964 3.3132 -0.1 -0.1 -0.1 -0.009
C -0.9091 -2.3685 3.7123 0.0 0.0 0.0 0.010
C -2.0568 -2.1122 3.0096 0.0 0.0 0.0 -0.005
C -2.0017 -1.2955 1.8685 -0.1 0.2 0.0 0.025
N -0.8852 -0.7172 1.4869 0.5 -0.4 -0.3 -0.004
C 0.2695 -0.9488 2.1863 0.1 0.2 0.4 -0.030
C 1.4229 -0.2740 1.6777 0.1 0.6 0.3 -0.006
O 1.2499 0.5916 0.6895 -0.4 -1.0 -0.4 -0.023
H 3.6650 -1.5811 3.8523 0.0 0.0 0.0 0.000
H -0.9317 -3.0169 4.5785 0.0 0.0 0.0 0.001
H -2.9986 -2.5557 3.2985 0.0 0.0 0.0 0.000
H -2.8698 -1.1090 1.2472 0.0 -0.1 0.0 0.001
F 1.0186 0.2425 -2.3626 0.1 -0.1 0.6 0.010
As 2.8085 0.4437 -2.6597 0.3 0.2 0.2 0.000
F 3.0486 -0.6491 -1.3303 0.0 0.0 -0.1 0.003
F 2.7859 1.7644 -1.5451 -0.1 -0.1 -0.1 0.000
F 4.4933 0.6334 -2.9179 0.0 0.0 0.0 0.000
F 2.3773 1.5228 -3.9405 0.0 0.0 0.0 0.000
F 2.7545 -0.8690 -3.7783 -0.1 0.0 -0.1 0.000
C 2.4215 -4.5115 -0.5081 -0.2 0.0 -0.6 0.001
C 1.2941 -3.7594 0.1080 0.7 0.3 -0.5 -0.014
O 1.0641 -2.4129 -2.4012 -0.1 0.0 -0.1 0.024
H 2.2612 -5.5920 -0.4546 0.0 0.0 0.0 -0.001
H 3.3430 -4.2703 0.0257 0.0 0.0 0.0 0.000
H 2.5665 -4.2508 -1.5565 0.0 0.1 0.0 0.000
H 1.0969 -3.9117 1.1569 -0.6 0.4 0.0 0.001
H -0.1785 -2.4033 0.5563 -0.1 -0.8 -0.7 0.003
H 1.3639 -2.3077 -3.3141 0.0 -0.6 -0.1 0.001
Cl 0.2582 -2.7168 -0.7313 0.6 -2.3 3.7 0.011
C -1.4894 -3.2497 -0.9478 -1.4 1.1 -0.9 0.023
C -2.1679 -4.3905 -0.6090 0.9 -0.7 -0.3 -0.022
C -3.3671 -4.6240 -1.2733 -0.2 0.2 0.1 0.044
C -3.8753 -3.6773 -2.1647 0.1 -0.1 0.1 -0.021
C -3.2608 -2.4448 -2.2954 -0.1 0.0 0.4 0.031
Cl -3.9848 -1.2275 -3.2859 0.0 0.0 0.0 0.004
C -2.1016 -2.1429 -1.5501 -0.2 0.6 -0.2 -0.022
N -1.6599 -0.8600 -1.2820 2.4 -0.9 1.0 0.151
H -1.7391 -5.1329 0.0566 0.1 -0.1 -0.1 0.001
H -3.8952 -5.5511 -1.0995 -0.1 0.0 0.0 0.003
H -4.7771 -3.8762 -2.7268 0.0 0.0 0.0 -0.001


2.
74
Properties=species:S:1:pos:R:3:forces:R:3:mulliken_spin:R:1 method="wB97M-V/def2-TZVPD" total_charge=0 gap_ev="6.96 / 7.43" multiplicity=2 s_squared=0.8366 e_tot_ev=-198207.015 e_lumo_ev="-0.5 / -0.2" homo_ev="-7.48 / -7.67"
V 0.2588 0.1660 -0.8632 -0.5 0.1 -0.2 1.363
C -3.1117 1.4144 -1.6834 0.0 0.0 0.0 0.005
P -1.5335 1.9073 -0.9331 0.0 0.1 0.0 -0.035
C -1.2518 3.5398 -1.6934 0.0 0.0 0.0 0.002
C -1.9157 2.2946 0.8129 0.0 0.0 0.0 -0.005
C -3.1572 2.7769 1.2126 0.0 0.0 0.0 0.002
C -3.4251 3.0070 2.5538 0.0 0.0 0.0 0.000
C -2.4492 2.7611 3.5087 0.0 0.0 0.0 0.000
C -1.2031 2.2922 3.1203 0.0 0.0 0.0 -0.001
C -0.9269 2.0567 1.7771 0.0 0.0 0.0 -0.008
P 0.6914 1.4555 1.1888 0.0 0.0 0.0 -0.011
C 1.6430 2.9975 1.0016 0.0 0.0 0.0 0.007
C 1.4961 0.6607 2.6070 0.0 0.0 0.0 0.008
H -3.5708 0.6268 -1.0901 0.0 0.0 0.0 0.002
H -2.9007 1.0232 -2.6796 0.0 0.0 0.0 0.000
H -3.7924 2.2620 -1.7667 0.0 0.0 0.0 0.000
H -2.0634 4.2242 -1.4431 0.0 0.0 0.0 -0.001
H -1.2015 3.4095 -2.7744 0.0 0.0 0.0 -0.001
H -0.3053 3.9657 -1.3662 0.0 0.0 0.0 0.000
H -3.9313 2.9587 0.4771 0.0 0.0 0.0 0.000
H -4.3988 3.3711 2.8543 0.0 0.0 0.0 0.000
H -2.6589 2.9332 4.5564 0.0 0.0 0.0 0.000
H -0.4470 2.1016 3.8721 0.0 0.0 0.0 0.000
H 1.5711 3.5949 1.9113 0.0 0.0 0.0 -0.001
H 1.2639 3.5741 0.1600 0.0 0.0 0.0 -0.001
H 2.6847 2.7464 0.8051 0.0 0.0 0.0 -0.001
H 0.8535 -0.1225 3.0049 0.0 0.0 0.0 -0.001
H 1.7409 1.3835 3.3859 0.0 0.0 0.0 0.000
H 2.4157 0.1993 2.2453 0.0 0.0 0.0 0.001
I 3.3841 -2.7799 -1.5172 0.0 0.0 0.0 0.001
C 2.3664 -3.2470 0.2304 0.0 0.0 0.0 0.030
C 2.7774 -4.3620 0.9822 0.0 0.0 0.0 -0.010
C 2.1484 -4.7079 2.1441 0.0 0.0 0.0 0.018
I 2.8556 -6.3652 3.2025 0.0 0.0 0.0 0.001
C 1.0468 -3.9469 2.6104 0.0 0.0 0.0 0.000
C 0.3331 -4.2155 3.7994 0.0 0.0 0.0 0.003
C -0.7215 -3.4282 4.1626 0.0 0.0 0.0 -0.004
C -1.0819 -2.3611 3.3238 0.0 0.0 0.0 0.005
N -0.4429 -2.0737 2.2166 0.0 0.0 0.0 -0.002
C 0.6198 -2.8353 1.8422 0.0 0.0 0.0 0.001
C 1.3026 -2.4552 0.6289 0.1 0.0 0.0 -0.021
O 0.9179 -1.4013 -0.0125 0.1 0.0 -0.2 -0.028
H 3.6159 -4.9442 0.6255 0.0 0.0 0.0 -0.001
H 0.6332 -5.0527 4.4153 0.0 0.0 0.0 0.000
H -1.2801 -3.6190 5.0681 0.0 0.0 0.0 0.000
H -1.9294 -1.7286 3.5708 0.0 0.0 0.0 0.000
F -0.8225 -0.6304 -2.4866 0.2 -0.1 0.2 -0.003
As -0.5507 -1.9314 -3.7728 0.0 0.0 -0.1 0.005
F -2.2362 -2.2844 -3.6117 0.0 0.0 0.0 0.001
F -0.2193 -3.0091 -2.4656 0.1 0.0 0.0 0.001
F -0.3118 -3.1362 -4.9594 0.0 0.0 0.0 0.000
F 1.1015 -1.4394 -3.7972 0.0 0.0 0.0 0.001
F -0.9381 -0.7149 -4.9308 0.0 0.0 0.0 0.000
C -3.5950 -2.1435 0.4618 0.0 0.0 0.0 0.000
C -2.4214 -1.7696 -0.4173 0.0 0.0 0.0 0.003
O -1.6722 -0.6823 0.1666 0.1 0.1 0.1 -0.001
H -4.1806 -2.9286 -0.0186 0.0 0.0 0.0 0.000
H -4.2449 -1.2820 0.6294 0.0 0.0 0.0 0.000
H -3.2624 -2.5163 1.4316 0.0 0.0 0.0 0.000
H -2.7531 -1.4361 -1.3958 0.0 0.0 0.0 0.001
H -1.7516 -2.6170 -0.5823 0.0 0.0 0.0 -0.001
H -1.2148 -1.0722 0.9575 0.0 0.0 0.0 -0.009
Cl 4.0487 0.7785 -0.3197 0.0 0.0 0.0 -0.002
C 3.7718 1.4578 -1.8910 0.0 0.0 0.0 -0.043
C 4.8482 1.9688 -2.5916 0.0 0.0 0.0 0.022
C 4.6482 2.5075 -3.8530 0.0 0.0 0.0 -0.038
C 3.3786 2.5369 -4.4079 0.0 0.0 0.0 0.021
C 2.3081 2.0280 -3.6963 0.0 0.0 0.0 -0.037
Cl 0.7348 2.0498 -4.4057 0.0 0.0 0.0 -0.003
C 2.4713 1.4723 -2.4180 0.0 0.0 0.0 0.021
N 1.4123 0.9562 -1.7291 0.1 0.0 0.2 -0.253
H 5.8334 1.9330 -2.1486 0.0 0.0 0.0 0.000
H 5.4881 2.9016 -4.4086 0.0 0.0 0.0 -0.003
H 3.2095 2.9452 -5.3943 0.0 0.0 0.0 0.000


3.
77
Properties=species:S:1:pos:R:3:forces:R:3:mulliken_spin:R:1 method="wB97M-V/def2-TZVPD" total_charge=-1 gap_ev="6.79 / 6.81" multiplicity=8 s_squared=15.7601 e_tot_ev=-95811.176 e_lumo_ev="2.5 / 2.5" homo_ev="-4.33 / -4.36"
Gd -0.3487 -0.0767 -0.8850 0.7 0.6 0.7 7.098
C -3.7429 2.1061 -0.2262 0.1 0.2 0.0 0.000
O -2.8531 1.1611 0.3295 -0.1 -0.3 0.0 -0.001
C -2.4993 1.4267 1.6735 -0.2 0.0 -0.1 0.001
C -1.1865 2.1508 1.7629 0.3 0.1 0.1 0.003
O -0.1332 1.2275 1.4681 -0.1 0.0 -0.2 -0.003
C 1.1685 1.7098 1.7752 -0.2 -0.1 0.2 0.000
C 1.7278 2.4995 0.6350 0.1 0.2 -0.2 0.002
O 1.7811 1.6378 -0.4842 -0.1 -0.2 -0.1 -0.003
C 2.3580 2.2905 -1.6150 0.0 0.1 0.1 0.003
H -4.6971 2.0914 0.3123 0.0 0.0 0.0 0.000
H -3.9081 1.8353 -1.2658 0.0 0.0 0.0 0.000
H -3.3277 3.1188 -0.2016 0.0 0.0 0.0 0.000
H -2.4202 0.4704 2.1846 0.0 -0.1 0.0 -0.001
H -3.2749 2.0302 2.1589 0.0 0.0 0.0 0.000
H -1.0472 2.5229 2.7846 0.0 0.0 0.0 0.000
H -1.1547 3.0013 1.0767 0.0 0.1 0.0 -0.001
H 1.7835 0.8282 1.9569 0.0 -0.1 0.0 -0.001
H 1.1367 2.3122 2.6875 0.0 0.0 0.0 0.000
H 2.7366 2.8490 0.8909 0.0 0.0 0.0 0.001
H 1.1162 3.3782 0.3940 0.0 0.0 0.0 -0.001
H 3.3928 2.5601 -1.3806 0.0 0.0 0.0 0.000
H 1.7890 3.1941 -1.8499 0.0 0.0 0.0 0.000
H 2.3223 1.5990 -2.4478 0.0 -0.1 0.0 -0.002
C 2.4119 -1.8884 5.0614 0.0 0.0 0.0 0.000
C 2.1319 -1.8695 3.5798 0.0 0.0 0.0 0.001
C 3.1297 -1.6111 2.6497 0.0 0.0 -0.1 0.000
C 2.8356 -1.5831 1.2975 0.2 0.0 0.0 -0.006
C 1.5494 -1.8323 0.8125 -0.2 -0.1 -0.4 -0.016
N 1.2497 -1.7455 -0.5525 0.0 0.0 0.1 -0.023
C 1.9625 -2.4888 -1.4821 -0.3 0.2 0.3 0.005
C 2.7687 -3.5702 -1.0669 0.1 -0.1 -0.1 -0.003
C 3.3714 -4.4386 -1.9531 0.0 0.0 0.1 0.001
C 3.2019 -4.3028 -3.3239 0.0 0.0 0.0 -0.001
C 3.8013 -5.2747 -4.3081 0.1 0.0 0.0 0.000
C 2.4199 -3.2421 -3.7427 -0.1 0.1 -0.1 -0.001
C 1.8167 -2.3198 -2.8856 0.0 0.0 -0.1 0.008
C 1.0099 -1.1522 -3.5003 0.0 0.0 0.1 -0.007
O 0.8382 -0.1028 -2.6639 0.3 -0.2 -0.7 -0.015
C 1.7304 -0.5741 -4.7708 -0.1 -0.3 0.3 -0.001
F 3.0345 -0.3909 -4.5209 0.1 0.0 0.0 0.000
F 1.6326 -1.3723 -5.8611 0.1 0.0 -0.1 0.000
F 1.2378 0.6099 -5.1229 -0.1 0.2 -0.1 0.000
C -0.4357 -1.6247 -3.9510 0.3 0.0 0.0 0.003
F -0.8773 -1.0196 -5.0587 -0.1 0.0 -0.1 0.000
F -1.3419 -1.2775 -2.9795 -0.1 -0.2 0.2 -0.002
F -0.5574 -2.9391 -4.1253 -0.1 0.0 -0.1 0.000
C 0.5269 -2.1062 1.7471 -0.2 -0.1 0.2 0.005
C 0.8476 -2.1121 3.1048 -0.1 -0.1 -0.1 0.001
C -0.9209 -2.3270 1.2129 -0.1 0.0 -0.4 -0.001
O -1.4091 -1.2168 0.5786 -0.1 -1.1 0.4 -0.025
C -1.9320 -2.6230 2.3564 0.5 0.2 0.0 -0.005
F -1.6347 -3.7561 3.0197 -0.1 -0.1 0.2 0.000
F -3.1897 -2.7076 1.9352 -0.2 -0.1 -0.1 0.000
F -1.9277 -1.6178 3.2600 0.0 0.0 0.1 0.000
C -0.9655 -3.5901 0.2184 0.1 0.2 0.6 -0.003
F -2.0292 -4.3917 0.4468 0.0 -0.1 0.0 0.000
F 0.1185 -4.3666 0.3520 0.0 -0.1 -0.1 0.000
F -1.0718 -3.2189 -1.0535 0.0 0.0 -0.2 0.001
H 3.4843 -1.8436 5.2584 0.0 0.0 0.0 0.000
H 2.0261 -2.7971 5.5299 0.0 0.0 0.0 0.000
H 1.9482 -1.0416 5.5740 0.0 0.0 0.0 0.000
H 4.1458 -1.4221 2.9844 0.0 0.0 0.0 0.000
H 3.6131 -1.3679 0.5730 0.0 0.0 0.0 0.000
H 2.8922 -3.7469 -0.0068 0.0 0.0 0.0 -0.001
H 3.9712 -5.2566 -1.5628 0.0 0.0 0.0 0.000
H 4.6903 -5.7561 -3.8947 0.0 0.0 0.0 0.000
H 4.0968 -4.7758 -5.2339 0.0 0.0 0.0 0.000
H 3.1015 -6.0701 -4.5805 0.0 0.0 0.0 0.000
H 2.2751 -3.1317 -4.8075 0.0 0.0 0.0 0.000
H 0.0899 -2.3355 3.8412 0.0 0.0 0.0 0.000
B -0.9932 4.7406 -1.4127 0.0 -0.1 0.0 0.000
C -1.0383 3.1575 -1.6134 0.1 0.5 0.0 0.000
N -1.0722 2.0056 -1.6844 -0.2 0.8 -0.4 -0.010
H 0.1763 5.0898 -1.4528 -0.1 -0.1 0.0 0.000
H -1.4766 4.9600 -0.3101 0.0 0.0 -0.1 0.000
H -1.6492 5.2607 -2.2954 0.1 -0.1 0.1 0.000


Respective energy above the lowest of the compared OMol25 structures with the same formula, charge and spin values: 14.282 0.000 2.187 eV.